Record 1
72
Properties=species:S:1:pos:R:3:forces:R:3:mulliken_charge:R:1 method="wB97M-V/def2-TZVPD" relative_energy_kj_mol=244.1 e_tot_ev=-1280014.1742 gap_ev=10.1
Br -5.1659 3.7643 9.2802 0.38 0.48 -0.49 -0.17
C -4.5114 5.5452 8.7120 -0.25 0.18 0.22 -0.64
C -3.2854 5.5557 7.8351 0.76 -0.68 -0.03 -0.52
Br -2.8229 7.4235 7.4828 -0.14 -0.28 -0.10 -0.14
H -4.3525 6.0659 9.6563 0.10 -0.01 -0.23 0.38
H -5.3095 6.0446 8.1627 -0.15 -0.27 0.23 0.37
H -3.3934 5.0107 6.8973 -0.45 0.43 -0.11 0.36
H -2.3803 5.1176 8.2559 -0.25 0.15 0.49 0.36
Br 1.7032 5.1995 -5.4840 0.21 0.05 0.03 -0.15
C 3.4874 5.6786 -6.1265 0.42 -0.08 0.28 -0.56
C 4.1269 6.6474 -5.1731 -0.21 0.70 -0.36 -0.63
Br 5.9694 7.1163 -5.7747 -0.72 -0.41 0.28 -0.16
H 3.3239 6.1479 -7.0966 0.33 -0.54 -0.02 0.37
H 4.1110 4.7862 -6.0733 -0.43 -0.15 -0.79 0.37
H 4.1535 6.2105 -4.1749 0.24 0.46 -0.05 0.40
H 3.5870 7.5905 -5.2572 0.17 -0.04 0.64 0.37
Br -0.7871 -4.0160 -5.7969 -0.67 0.13 0.14 -0.12
C -2.6836 -3.4798 -5.9162 -0.10 -0.54 -0.39 -0.57
C -3.6582 -4.6072 -5.6081 0.92 -1.12 -0.89 -0.59
Br -3.5858 -5.9357 -7.1790 -0.28 0.89 1.00 -0.15
H -2.8205 -3.2322 -6.9688 0.08 0.43 0.26 0.35
H -2.8316 -2.6236 -5.2581 0.10 -0.10 -0.08 0.36
H -4.6931 -4.2783 -5.5136 0.19 -0.04 -0.11 0.36
H -3.3386 -5.2576 -4.7938 -0.22 0.35 0.08 0.35
Br -7.1651 4.2415 3.0778 -0.69 0.19 0.33 -0.16
C -8.7614 4.1175 4.2354 0.21 -0.25 1.28 -0.68
C -9.5607 5.4443 4.3775 0.52 -0.95 -0.90 -0.46
Br -11.3147 5.0893 5.1914 0.57 0.10 -0.31 -0.15
H -8.3840 3.7521 5.1905 0.30 0.64 0.20 0.37
H -9.3053 3.2138 3.9602 -0.47 0.65 -0.87 0.40
H -9.6724 5.8360 3.3665 -0.55 0.07 0.16 0.33
H -9.0823 6.2254 4.9684 0.11 -0.45 0.12 0.35
Br -1.7507 -0.6179 6.1471 0.16 -0.30 -0.15 -0.15
C -2.5715 -2.1702 5.2623 -0.59 0.31 -0.16 -0.54
C -4.0105 -1.7120 4.9866 0.94 -0.67 0.28 -0.64
Br -5.0801 -3.1331 4.1713 0.25 0.18 0.01 -0.16
H -2.4370 -3.0212 5.9300 -0.16 0.13 -0.21 0.39
H -2.1009 -2.3078 4.2888 0.35 -0.15 0.37 0.35
H -3.8492 -0.9185 4.2569 -0.93 0.15 0.26 0.38
H -4.5143 -1.4606 5.9199 -0.02 0.36 -0.43 0.39
Br 0.4876 4.0415 0.7776 -0.05 -0.40 0.39 -0.16
C -0.0669 2.1911 1.1945 0.04 -0.08 -1.10 -0.49
C -0.4843 1.6171 -0.1666 -0.16 0.37 0.05 -0.67
Br -0.7999 -0.2974 -0.1008 -0.11 -0.05 0.20 -0.17
H -0.8988 2.2521 1.8962 0.20 -0.06 -0.11 0.34
H 0.7769 1.6352 1.6031 -0.07 0.32 0.07 0.37
H 0.2549 1.7480 -0.9569 0.14 0.06 0.41 0.38
H -1.3983 2.0987 -0.5141 -0.01 -0.19 0.11 0.39
Br 6.2321 -2.5374 1.9656 0.90 -0.20 -0.34 -0.18
C 8.0054 -3.4200 1.6775 -0.75 -0.75 0.08 -0.70
C 8.7712 -2.9589 0.4613 -0.15 0.99 0.48 -0.46
Br 10.4646 -3.9174 0.5027 -0.09 0.07 -0.21 -0.14
H 7.7628 -4.4772 1.5697 -0.07 0.11 0.12 0.38
H 8.5608 -3.2966 2.6072 -0.07 0.23 -0.24 0.39
H 8.9899 -1.8969 0.5725 0.22 -0.10 -0.15 0.34
H 8.2823 -3.0950 -0.5033 0.02 -0.35 0.27 0.37
Br -0.5367 -8.2344 0.1846 0.54 0.39 0.01 -0.17
C 1.1345 -7.3595 -0.4347 -0.02 -0.92 -0.77 -0.59
C 1.9611 -8.4679 -1.1476 0.17 0.96 1.49 -0.59
Br 3.6963 -7.6474 -1.6147 -0.45 -0.09 -0.52 -0.17
H 1.6652 -6.8849 0.3906 -0.19 -0.38 0.06 0.41
H 0.8123 -6.5837 -1.1294 0.07 -0.18 0.02 0.36
H 1.3935 -8.9458 -1.9460 0.51 0.31 -0.23 0.41
H 2.3335 -9.2034 -0.4345 -0.62 -0.07 -0.06 0.35
Br 5.1779 -0.3779 -4.8115 1.04 -0.49 -1.31 -0.16
C 6.3008 -0.7812 -6.4504 0.84 0.85 -0.47 -0.60
C 5.5273 -1.5576 -7.4694 -0.80 -0.65 -0.02 -0.56
Br 6.5441 -2.2592 -9.0035 0.19 0.50 0.38 -0.15
H 7.2887 -1.2086 -6.2787 -0.41 -0.49 0.99 0.40
H 6.5866 0.1686 -6.9023 -0.46 0.34 0.34 0.36
H 4.7618 -0.9103 -7.8974 -0.12 -0.43 0.05 0.35
H 5.1304 -2.4862 -7.0591 -0.29 0.37 0.05 0.35

Record 2
93
Properties=species:S:1:pos:R:3:forces:R:3:mulliken_charge:R:1 method="wB97M-V/def2-TZVPD" relative_energy_kj_mol=0.0 e_tot_ev=-96071.5509 gap_ev=9.8
O -1.1225 1.0074 -1.8370 -0.19 -0.06 -0.45 -0.27
C -0.7253 0.4122 -0.8978 0.08 0.16 0.42 0.19
O -1.4744 -0.1316 0.0770 -0.02 0.10 -0.02 -0.36
C -0.6122 -0.4472 1.1774 -0.20 -0.81 0.28 0.56
C 0.7403 -0.5802 0.4937 -0.40 0.16 1.02 0.18
F 0.9358 -1.8756 0.0884 -0.02 -0.04 -0.18 -0.13
O 0.6044 0.2307 -0.6288 0.33 -0.03 -0.05 0.32
H -0.7203 0.3022 1.9598 0.42 0.28 -0.23 0.02
H -0.8729 -1.4047 1.6322 -0.19 -0.02 -0.33 -0.46
H 1.5638 -0.3109 1.1489 0.23 0.20 -0.38 0.12
O 0.8757 -5.3645 1.1888 0.15 0.04 -0.07 -0.47
C -0.1291 -5.0670 1.7333 -0.24 0.05 -0.08 0.61
O -0.3201 -3.9736 2.5006 -0.10 0.05 0.08 -0.26
C -1.5652 -4.1030 3.1859 -0.04 -0.21 0.25 -0.37
C -2.2966 -5.1738 2.3884 -0.06 0.27 -0.11 0.31
F -3.1726 -4.5908 1.5054 0.04 -0.01 0.06 -0.28
O -1.2852 -5.7981 1.6614 0.17 -0.11 0.18 -0.33
H -1.3712 -4.4156 4.2141 -0.01 -0.04 -0.07 0.34
H -2.1219 -3.1698 3.1991 0.14 0.10 -0.18 0.20
H -2.8505 -5.9009 2.9749 0.00 -0.08 -0.04 0.28
O -7.3046 -0.3593 -3.1306 -0.20 -0.05 0.14 -0.53
C -6.3550 0.2926 -2.8628 0.32 -0.19 -0.22 0.56
O -5.1522 0.1890 -3.4568 0.00 0.16 -0.19 -0.36
C -4.2272 1.0920 -2.8252 -0.31 -0.41 0.38 0.04
C -5.1779 2.0380 -2.1117 0.19 0.22 -0.63 0.66
F -5.5431 3.0409 -2.9881 0.02 -0.01 0.20 -0.33
O -6.3051 1.2492 -1.8886 -0.21 0.11 0.20 -0.39
H -3.6393 0.4938 -2.1303 0.18 0.27 0.05 -0.08
H -3.5989 1.5807 -3.5582 -0.03 0.04 -0.06 0.25
H -4.8392 2.5054 -1.1947 0.02 -0.10 0.10 0.14
C 4.6483 -3.0751 2.8893 0.24 0.52 -0.26 -0.60
N 3.4258 -2.4400 3.4453 -0.01 -0.09 -0.05 0.79
O 3.3995 -2.2018 4.6305 -0.05 0.08 0.11 -0.52
O 2.5194 -2.2458 2.6610 -0.10 0.19 0.05 -0.37
H 4.8062 -2.6335 1.9082 -0.21 -0.27 -0.13 0.08
H 4.4306 -4.1357 2.8397 0.17 -0.09 -0.07 0.30
H 5.4971 -2.8244 3.5148 -0.13 -0.25 0.30 0.31
C 2.8848 2.5847 -1.0544 -0.54 0.16 -0.29 -0.48
N 3.1082 3.8164 -1.8644 0.43 -0.09 -0.27 1.11
O 4.1594 3.8783 -2.4760 -0.15 0.07 0.06 -0.63
O 2.2592 4.6800 -1.8472 0.05 -0.11 0.05 -0.56
H 3.4267 1.7695 -1.5178 0.23 0.06 0.09 0.20
H 1.8193 2.3859 -1.0869 0.01 0.06 0.26 -0.18
H 3.2288 2.8271 -0.0538 -0.01 -0.12 0.06 0.48
C 6.1184 -2.3089 -1.4213 0.12 -0.35 0.27 -0.84
N 4.8864 -1.4838 -1.5187 -0.02 0.10 -0.23 0.89
O 4.1767 -1.3833 -0.5372 0.10 0.01 -0.02 -0.45
O 4.6843 -0.9399 -2.5872 -0.01 -0.08 0.27 -0.51
H 6.2000 -2.9182 -2.3136 -0.01 0.16 -0.15 0.32
H 6.0547 -2.9456 -0.5449 -0.12 0.12 0.05 0.27
H 6.9606 -1.6283 -1.3318 -0.03 0.05 -0.11 0.32
C -4.5700 0.8458 4.7871 0.01 -0.39 0.35 -0.86
N -3.6889 1.0803 3.6152 -0.13 0.05 -0.03 0.94
O -4.2220 1.0947 2.5255 0.05 0.06 0.03 -0.48
O -2.4971 1.2082 3.8109 0.09 0.01 -0.01 -0.52
H -5.3421 1.6046 4.8355 -0.03 0.05 -0.27 0.30
H -3.9780 0.8436 5.6949 0.16 0.08 -0.11 0.32
H -5.0033 -0.1386 4.6231 -0.17 0.11 0.02 0.31
C 1.8287 -0.2175 -3.7452 0.55 -0.03 -0.05 -0.63
N 1.2622 1.0196 -4.3345 -0.17 -0.09 0.13 0.93
O 1.3581 2.0322 -3.6709 0.07 0.16 -0.09 -0.45
O 0.7799 0.9517 -5.4425 -0.03 0.00 0.05 -0.61
H 2.7800 -0.3566 -4.2555 -0.06 -0.14 -0.05 0.37
H 1.1758 -1.0624 -3.9268 -0.16 0.10 -0.11 0.31
H 2.0292 -0.0479 -2.6963 -0.19 0.02 0.06 -0.02
C -2.2888 3.3366 1.0953 0.82 0.23 -0.63 -0.34
N -0.9767 4.0544 0.9553 0.09 -0.10 0.12 0.77
O -0.7408 4.9142 1.7777 -0.03 0.03 -0.03 -0.59
O -0.2146 3.7149 0.0734 0.00 -0.12 -0.06 -0.27
H -3.0154 4.1373 1.1618 -0.29 -0.26 0.38 0.44
H -2.1438 2.7097 1.9687 -0.43 0.12 0.18 0.06
H -2.4228 2.7360 0.2010 -0.04 0.01 -0.01 -0.06
C -0.5313 4.4039 -3.3132 0.23 0.23 0.68 -0.36
N -1.9713 4.7168 -3.1041 0.01 0.19 -0.59 0.88
O -2.6607 3.8737 -2.5642 -0.05 -0.05 0.35 -0.47
O -2.3942 5.7550 -3.5697 0.08 -0.04 0.23 -0.57
H -0.2531 3.6369 -2.6018 -0.16 -0.34 -0.32 -0.14
H 0.0774 5.2726 -3.0789 -0.27 0.24 -0.21 0.31
H -0.4269 4.1344 -4.3573 0.08 -0.22 0.01 0.32
C 3.0927 2.5587 3.3433 -0.26 -0.02 -0.16 -0.72
N 1.8485 1.7992 3.6750 0.11 0.14 0.28 0.84
O 0.9488 1.8749 2.8608 -0.09 -0.13 -0.18 -0.40
O 1.7983 1.1884 4.7174 0.07 0.02 -0.11 -0.53
H 2.7733 3.5839 3.1817 0.08 0.05 0.00 0.32
H 3.4578 2.1446 2.4069 0.07 0.01 0.04 0.17
H 3.8086 2.4652 4.1480 -0.04 -0.08 0.08 0.31
C 0.1653 -4.0873 -1.7155 0.33 0.20 -0.74 -0.67
N -0.3177 -5.3448 -2.3469 0.06 -0.11 0.17 1.02
O 0.4155 -6.3115 -2.3135 -0.05 0.05 -0.02 -0.56
O -1.3998 -5.2992 -2.8891 -0.14 -0.06 0.00 -0.57
H 1.1000 -4.2875 -1.2116 -0.12 -0.05 0.28 0.31
H -0.6149 -3.6539 -1.1039 -0.05 -0.16 0.14 0.22
H 0.3423 -3.4298 -2.5693 -0.03 0.09 0.16 0.26

Record 3
68
Properties=species:S:1:pos:R:3:forces:R:3:mulliken_charge:R:1 method="wB97M-V/def2-TZVPD" e_tot_ev=-45788.0681 gap_ev=8.1
C 1.5397 -2.7752 0.3092 8.20 -4.79 4.44 -0.07
C 2.6977 -3.2979 0.9601 -7.97 1.97 -4.85 -0.14
O 3.7451 -4.2739 1.4102 -4.16 0.88 1.45 -0.21
C 3.3489 -4.7794 2.7480 0.38 5.78 5.22 0.56
O 3.5395 -3.9741 3.7974 -1.20 -6.17 -7.12 -0.39
O 2.7198 -6.1210 2.9482 4.63 2.18 -0.01 -0.12
F 1.4216 -6.0287 2.6432 -2.74 0.52 -0.92 -0.03
H 0.5442 -2.5002 -0.2900 2.68 -0.41 1.85 0.35
C 1.6280 -10.4413 2.8755 0.29 0.34 0.15 -0.87
N 1.4781 -9.3300 1.9664 -0.28 0.10 -0.45 -0.05
C 0.6724 -9.2400 0.8703 0.26 1.13 -0.38 0.86
C -0.1869 -10.4238 0.5256 -0.19 -0.12 -0.16 -1.30
O 0.6662 -8.2098 0.1986 -0.06 -0.72 0.36 -0.64
H 1.3671 -10.0961 3.8789 0.02 -0.32 0.08 0.28
H 2.6760 -10.7506 2.8632 -0.11 -0.26 0.18 0.30
H 0.9957 -11.2878 2.6061 0.09 0.21 -0.02 0.34
H 2.0263 -8.4935 2.1340 -0.15 -0.25 -0.05 0.13
H -0.7713 -10.2013 -0.3708 0.21 0.09 0.21 0.28
H 0.4415 -11.2950 0.3216 -0.16 -0.04 0.14 0.36
H -0.8783 -10.6351 1.3458 0.11 -0.17 -0.07 0.34
C -3.2568 0.3316 1.8987 0.03 0.29 -0.37 -0.73
N -2.7607 -0.6325 0.9458 0.18 -0.71 0.00 -0.12
C -2.4043 -1.9298 1.1666 0.20 0.00 -0.84 0.79
C -2.5266 -2.4683 2.5643 0.03 -0.23 0.15 -1.23
O -1.9973 -2.6197 0.2333 -0.01 0.26 0.39 -0.69
H -4.2411 0.6657 1.5619 -0.01 0.13 0.29 0.29
H -2.5720 1.1832 1.9074 -0.15 0.08 0.24 0.17
H -3.3372 -0.0808 2.9049 0.05 -0.02 -0.23 0.31
H -2.6508 -0.3426 -0.0197 -0.02 -0.06 0.29 0.22
H -2.2063 -3.5132 2.5817 -0.04 0.25 -0.16 0.28
H -1.8850 -1.8984 3.2418 -0.19 -0.02 0.05 0.32
H -3.5680 -2.4202 2.8935 0.13 0.09 0.13 0.38
C -0.3899 5.0886 3.7528 0.05 0.11 -0.39 -0.99
N 0.1062 4.1245 2.7999 0.42 -0.98 0.33 0.01
C 0.4626 2.8272 3.0207 -0.01 0.48 -0.63 1.04
C 0.3403 2.2887 4.4184 0.03 -0.29 0.16 -1.51
O 0.8696 2.1373 2.0874 -0.17 -0.17 0.88 -0.68
H -1.3742 5.4227 3.4160 0.00 0.15 0.25 0.29
H 0.2949 5.9402 3.7614 -0.19 0.09 0.24 0.30
H -0.4703 4.6762 4.7589 0.04 0.01 -0.19 0.38
H 0.2161 4.4144 1.8344 -0.31 0.10 -0.14 0.09
H 0.6606 1.2438 4.4358 -0.03 0.24 -0.14 0.30
H 0.9819 2.8586 5.0959 -0.21 -0.03 0.06 0.39
H -0.7011 2.3368 4.7476 0.13 0.10 0.15 0.37
C 0.0042 3.3328 -3.4113 -0.25 0.28 -0.27 -0.68
N -0.4033 4.0933 -2.2541 0.00 0.15 0.83 -0.15
C 0.0231 3.9620 -0.9658 -0.11 0.13 -0.20 0.92
C 1.0470 2.9040 -0.6646 0.26 0.26 -0.04 -1.02
O -0.4315 4.6994 -0.0928 0.06 0.02 -0.03 -0.76
H 0.4203 4.0278 -4.1446 0.14 -0.25 -0.13 0.07
H -0.8835 2.8548 -3.8328 0.19 -0.17 -0.16 0.30
H 0.7467 2.5719 -3.1691 -0.15 0.20 0.06 0.32
H -1.0927 4.8266 -2.3782 0.20 -0.22 0.01 0.21
H 1.2864 2.9215 0.4018 -0.20 -0.07 -0.51 0.09
H 0.6487 1.9168 -0.9136 0.19 0.03 -0.01 0.35
H 1.9633 3.0995 -1.2281 -0.11 -0.16 -0.17 0.36
C -1.4038 7.6021 -6.0559 -0.08 0.10 0.44 -0.84
N -0.1934 7.1196 -5.4349 0.46 -0.30 -0.13 -0.14
C 0.8944 6.5560 -6.0331 0.66 -0.17 0.86 0.84
C 0.8759 6.3963 -7.5273 0.13 -0.08 -0.22 -1.34
O 1.8511 6.1964 -5.3489 -0.56 0.12 -0.45 -0.65
H -1.5103 8.6621 -5.8130 -0.25 -0.02 -0.22 0.30
H -2.2460 7.0500 -5.6317 -0.18 0.16 -0.25 0.27
H -1.3949 7.4762 -7.1390 0.09 -0.02 0.22 0.31
H -0.1067 7.1935 -4.4273 0.00 0.02 -0.28 0.23
H 1.8098 5.9332 -7.8561 -0.18 0.11 0.23 0.31
H 0.0458 5.7495 -7.8238 0.01 0.19 -0.11 0.34
H 0.7876 7.3750 -8.0066 -0.14 -0.15 -0.07 0.38